A structure of composition C20H29F8I2O9PS, computed with ωB97M-V/def2-TZVPD.

The geometry in XYZ format:
```
70
Properties=species:S:1:pos:R:3:forces:R:3
C 2.571448 -1.000799 -2.555103 -0.9 0.0 2.2
C 2.287874 -0.472662 -1.158503 1.2 -0.1 -3.4
C 0.971475 -0.597460 -0.245733 1.5 -1.7 0.9
O 0.117762 -1.756967 -0.325069 0.5 1.1 -1.9
C 0.430976 -2.911102 -1.067799 1.2 -3.7 -1.2
C 1.782140 -3.779896 -0.599644 -0.9 -1.1 -0.9
C 1.801122 -5.100400 -1.626042 -0.2 0.5 0.4
C 1.487662 -0.767273 1.336162 -0.7 -0.2 1.3
I 0.294773 -2.305392 2.454404 -0.1 0.9 -0.1
P 3.289354 -1.455280 1.486341 3.0 -1.1 0.4
O 3.258884 -3.093079 2.174928 0.4 3.1 1.2
O 4.195584 -0.547957 2.716118 -1.6 -2.4 -0.5
O 1.390932 0.356917 2.215461 -0.5 2.4 -0.8
S 1.728273 1.859574 1.574619 7.4 3.7 2.9
O 3.232777 1.831045 1.095697 -5.7 -1.2 0.2
O 1.789213 3.045179 2.619545 -2.3 -4.9 -3.6
C 0.476872 2.114232 0.200161 -1.0 2.0 -0.9
C 1.278400 3.044891 -0.874672 1.0 -0.5 -1.6
C 2.008860 4.384121 -0.368378 -0.2 1.8 -0.9
C 2.903327 4.966964 -1.657533 1.2 -2.7 1.1
I 2.031381 6.729962 -2.612684 0.6 -1.0 0.5
C -0.680935 3.096758 0.841257 -1.9 1.0 -0.2
O -1.118068 2.714838 2.226173 -1.5 3.7 0.8
C -1.767749 3.850350 2.898856 -0.6 -0.8 1.8
F -2.531733 3.261080 4.061681 2.6 2.1 -4.1
F -2.760911 4.571931 2.070254 3.4 -2.2 2.6
F -0.831369 4.836773 3.497615 -3.2 -3.2 -2.4
C -0.135019 0.677270 -0.430545 0.9 -0.1 2.0
O -1.104971 0.240326 0.559450 0.9 0.9 -1.9
C -2.486342 0.399067 0.443744 -4.9 -0.7 1.0
C -3.192921 -1.014975 1.014172 1.0 -0.1 1.0
O -4.607449 -1.110248 0.618393 1.0 -0.4 1.7
C -5.319703 -2.147440 1.393472 -0.1 -1.1 -0.3
C -4.854364 -3.628957 0.792463 -0.1 0.8 0.3
C -0.677515 0.825065 -1.963622 0.3 3.2 -2.2
F -1.565972 2.050941 -2.069624 2.5 -3.6 0.8
F 0.376995 1.149345 -3.002207 -2.8 -0.9 3.6
C -1.468976 -0.344965 -2.703127 -2.6 -2.6 -4.7
F -2.215691 -1.375925 -2.022513 2.8 3.7 -1.8
F -0.567455 -1.060450 -3.689092 -2.8 2.2 3.7
F -2.471701 0.319456 -3.629268 3.2 -2.2 3.2
H 2.535591 -0.304311 -3.511624 1.6 -1.0 2.4
H 2.855386 -2.123666 -2.721409 -2.0 1.9 0.0
H 3.231841 0.188631 -0.837471 -3.2 0.0 -0.6
H -0.454406 -3.702173 -0.911204 1.7 2.1 -0.1
H 0.529542 -2.837973 -2.243045 -0.3 0.6 2.3
H 1.636333 -4.225575 0.472169 0.5 1.4 -2.0
H 2.781456 -3.194568 -0.764355 -2.0 -1.0 0.7
H 0.769509 -5.158711 -2.182547 2.0 0.0 1.0
H 1.936705 -6.108508 -1.010455 -0.1 2.3 -1.5
H 2.648214 -4.915249 -2.411864 -1.6 -0.8 1.4
H 3.419862 -3.003116 3.169710 -0.6 -0.3 -1.7
H 4.641164 -1.182443 3.351711 -0.8 1.0 -1.1
H 0.587193 3.377425 -1.791074 1.1 -0.9 2.3
H 2.105002 2.343306 -1.374896 -1.8 1.4 1.2
H 1.185731 5.228675 -0.184168 1.9 -1.9 0.0
H 2.759110 4.316461 0.516561 -1.7 -0.3 -1.5
H 4.017028 5.145585 -1.267285 -2.6 0.1 -1.0
H 2.999525 4.044982 -2.409547 -0.3 2.4 1.2
H -0.391737 4.223961 0.933882 0.2 -2.3 -0.6
H -1.706543 3.088267 0.229452 2.6 -0.3 0.8
H -2.950886 1.225666 1.171968 1.5 -1.5 -1.6
H -3.017525 0.573293 -0.577968 1.6 -0.2 1.4
H -3.110141 -0.955254 2.202672 -0.2 -0.2 -2.4
H -2.560767 -1.964450 0.682373 -1.3 2.0 0.4
H -5.094005 -2.103878 2.551597 -0.2 0.1 -2.3
H -6.488013 -1.993968 1.278245 2.6 -0.1 -0.1
H -5.778483 -4.360338 0.835493 2.1 1.3 0.0
H -3.939038 -4.001198 1.439252 -2.0 0.5 -1.4
H -4.494886 -3.475731 -0.325984 -0.9 -0.4 2.4
```
Positions in Å, forces in eV/Å.

LUMO level   -1.456 eV
Energy   -3589.80223 Eh
HOMO-LUMO gap   6.88 eV

***

A structure of composition C20H29LaN2, computed with ωB97M-V/def2-TZVPD.

The geometry in XYZ format:
```
52
Properties=species:S:1:pos:R:3:forces:R:3
C 1.574836 1.803337 -1.852979 0.8 1.1 -0.2
H 2.395588 2.456791 -1.483051 -0.1 -0.4 -0.6
H 1.756002 1.315755 -2.811612 0.0 0.6 -0.1
H 1.490878 0.082435 2.137551 1.1 2.0 -0.9
C 0.289254 2.610997 -1.721045 0.3 1.2 -0.8
H -0.615659 2.120553 -2.106850 0.2 0.1 -0.4
H 0.015617 2.830188 -0.663278 0.2 -0.1 0.4
C 0.552525 4.040240 -2.345318 -0.5 -0.4 0.7
H -0.328078 4.720016 -2.299220 0.7 -0.5 -0.1
H 1.414213 4.466183 -1.804138 -0.5 0.0 -0.1
H 0.893831 3.890788 -3.363734 -0.2 0.1 -0.2
C -0.866320 -2.099317 -0.574783 0.6 0.1 -0.2
C -1.500556 -1.248076 -1.515398 0.6 0.0 0.0
C -0.545733 -0.907246 -2.517436 0.6 -0.1 0.4
C 0.681738 -1.569975 -2.206020 -0.4 0.4 0.6
C 0.479335 -2.308298 -0.996362 -0.2 0.9 -0.1
C 1.486411 -3.158980 -0.307235 0.4 -0.4 0.1
C 1.941616 -1.518305 -3.001122 0.4 -0.1 -0.6
C -0.804921 -0.143562 -3.769815 -0.1 0.3 -0.6
C -2.964913 -0.976607 -1.569076 -0.6 0.5 0.2
C -1.527444 -2.815195 0.550303 -0.4 0.0 0.5
La 0.871888 0.349306 -0.268470 -2.1 -2.3 -3.3
H 2.815823 -1.841784 -2.412833 -0.2 0.1 -0.3
H 1.862937 -2.200227 -3.866217 0.2 0.2 0.3
H 2.160082 -0.518182 -3.413318 -0.1 -0.5 0.1
H 2.511957 -2.926245 -0.634948 -0.3 -0.2 0.1
H 1.453339 -3.040891 0.790798 -0.1 -0.2 -0.2
H 1.306007 -4.228236 -0.522855 0.2 0.4 0.2
H -2.468950 -2.323232 0.834594 0.2 -0.2 -0.1
H -1.760819 -3.874413 0.323555 0.2 0.5 0.1
H -0.888266 -2.801558 1.445323 -0.1 -0.2 0.0
H -3.181364 -0.095592 -2.190034 0.0 -0.3 0.2
H -3.559846 -1.820809 -1.974747 0.5 0.4 0.2
H -3.352563 -0.761433 -0.561454 0.0 -0.1 -0.3
H -0.039673 0.628836 -3.954068 -0.2 -0.2 0.0
H -0.801945 -0.813505 -4.650084 0.0 0.3 0.4
H -1.783935 0.359643 -3.746316 0.4 -0.2 0.0
N 1.031375 -0.859479 4.146981 -1.0 -1.0 -1.1
C 1.148853 -1.195013 2.850751 -0.4 1.1 2.8
N 0.497695 -0.186586 2.090383 0.1 -1.3 2.6
C -0.166247 0.687997 3.027275 0.9 0.0 -0.7
C -0.785164 1.904298 2.764943 -0.6 0.1 0.5
C -1.173172 2.645248 3.898440 0.2 -0.5 -0.6
C -0.906686 2.157005 5.193365 0.1 -0.4 0.2
C -0.239919 0.946527 5.413531 0.0 0.0 0.4
C 0.168422 0.248870 4.286136 -0.1 0.0 0.7
H 1.396036 -1.400701 4.931614 0.1 0.1 -0.2
H 2.010215 -1.725404 2.443409 -0.6 -0.7 0.1
H -0.996929 2.228168 1.739570 0.0 0.0 0.5
H -1.702536 3.597406 3.790693 0.3 -0.4 0.0
H -1.227948 2.752158 6.048686 0.1 -0.2 -0.2
H -0.016884 0.516123 6.395891 -0.2 0.6 -0.2
```
Positions in Å, forces in eV/Å.

Energy above the lowest of the compared OMol25 structures with the same formula, charge and spin   0.0 kcal per mole
LUMO level   -8.508 eV
Energy   -919.87775 Eh
Charge   +2
HOMO-LUMO gap   4.45 eV

***

An isolated molecule of C20H29N3O3, computed with ωB97M-V/def2-TZVPD.

The geometry in XYZ format:
```
55
Properties=species:S:1:pos:R:3:forces:R:3
C 2.974806 1.314954 -3.492344 0.0 0.0 0.0
C 1.568055 1.266611 -2.977843 0.0 -0.1 0.0
C 1.049879 2.323831 -2.236612 0.0 0.0 0.0
C -0.252776 2.297797 -1.777926 0.0 0.0 -0.1
C -1.074493 1.207636 -2.041270 0.0 -0.1 -0.1
C -2.481056 1.182035 -1.509653 -0.1 0.0 0.0
N -2.492968 1.340844 -0.064424 -0.1 0.1 -0.1
C -3.835954 1.495847 0.454517 -0.2 0.2 0.1
C -3.830749 1.388269 1.975956 0.0 0.3 -0.3
N -3.387291 0.059501 2.315250 -0.4 0.0 0.3
C -2.400067 -0.538923 1.635486 -0.2 -0.1 -0.4
O -2.076181 -1.698756 1.807918 0.2 -0.2 0.1
C -1.672273 0.354776 0.632517 0.4 0.0 0.1
C -0.548923 1.101464 1.399047 0.0 -0.2 0.2
C -0.014591 0.290277 2.571955 0.3 0.4 -0.2
O -0.401975 0.548419 3.700009 -0.3 0.1 0.3
N 0.890129 -0.685553 2.334476 0.2 -0.1 0.1
C 1.288015 -1.497720 3.468343 -0.1 0.1 0.2
C 1.333424 -1.111149 1.022099 0.2 -0.2 -0.1
C 2.851530 -0.995214 0.830392 -0.3 -0.1 -0.4
C 3.172643 -1.393108 -0.613419 0.2 0.2 0.2
O 2.741932 -2.699932 -0.910108 0.1 -0.2 -0.1
C 1.349113 -2.852761 -0.741227 -0.2 -0.2 0.2
C 0.915478 -2.548434 0.692638 0.0 0.2 -0.4
C -0.559247 0.149476 -2.775661 -0.1 0.1 0.0
C 0.744232 0.181113 -3.242353 0.1 0.1 0.0
H 3.648199 1.722825 -2.740760 0.1 0.0 0.0
H 3.321730 0.324471 -3.776742 0.1 0.0 0.0
H 3.026342 1.958987 -4.370649 0.1 0.0 -0.1
H 1.677566 3.177004 -2.021142 0.1 0.1 0.0
H -0.646306 3.123212 -1.204265 0.0 0.1 0.1
H -2.984484 0.249801 -1.824255 0.0 0.1 0.0
H -3.043069 2.023623 -1.929570 0.0 -0.1 0.0
H -4.209428 2.476902 0.144755 -0.1 -0.1 0.0
H -4.521438 0.724431 0.055546 0.0 0.1 0.1
H -4.837916 1.541806 2.366835 0.1 0.0 0.0
H -3.167626 2.145407 2.408261 -0.1 0.0 0.0
H -3.819510 -0.449513 3.070449 0.1 -0.1 -0.1
H -1.218799 -0.324304 -0.097816 -0.1 0.0 0.2
H -0.981766 2.004576 1.830238 0.1 -0.1 0.0
H 0.235288 1.407321 0.707168 -0.1 0.0 -0.1
H 1.104942 -0.918743 4.371570 0.1 -0.1 -0.1
H 0.692188 -2.411205 3.515132 0.0 0.0 0.0
H 2.344486 -1.747237 3.403547 0.0 -0.1 0.0
H 0.872873 -0.456589 0.279679 0.0 0.0 0.0
H 3.186473 0.025773 1.017689 0.0 0.1 0.0
H 3.379580 -1.669684 1.504415 0.0 0.0 0.1
H 4.250814 -1.390617 -0.787857 -0.1 0.1 0.0
H 2.695836 -0.676745 -1.300751 0.1 0.0 0.0
H 1.133236 -3.890102 -1.003704 -0.1 0.1 0.0
H 0.816316 -2.187517 -1.439417 0.0 -0.1 0.0
H -0.163599 -2.657162 0.804404 0.0 0.0 0.0
H 1.412945 -3.247566 1.365125 0.0 -0.1 0.1
H -1.181679 -0.708889 -2.989257 -0.1 -0.1 0.0
H 1.126115 -0.651567 -3.816391 0.1 -0.1 0.0
```
Positions in Å, forces in eV/Å.

Energy above the lowest of the compared OMol25 structures with the same formula, charge and spin   46.2 kcal per mole
LUMO level   0.736 eV
Energy   -1169.52428 Eh
SMILES   Cc1ccc(CN2CCNC(=O)[C@@H]2CC(=O)N(C)C2CCOCC2)cc1
HOMO-LUMO gap   9.37 eV

***

Q: What is the formula in the first record?
A: C20H29F8I2O9PS